Computed, not measured: a cluster of 2 separate species, C2H6Cl2NOP in total in a non-equilibrium geometry, with ωB97M-V with the def2-TZVPD basis set.

Each line ends with the Mulliken charge.
Positions of all 13 atoms, in Å:
C 0.13737 0.19198 -1.62884  0.0470
C 0.27776 -0.04581 0.72325  -0.6783
N -0.42266 -0.19637 -0.54906  -0.4111
O 2.75345 2.34642 0.00149  -0.4392
P 3.28424 2.12235 -1.52063  0.5016
Cl 3.44059 3.91038 -2.41524  -0.2197
Cl 5.16931 1.80661 -1.10979  -0.2061
H -0.47304 0.23928 -2.44848  0.2828
H 1.13698 0.61395 -1.75687  -0.0583
H 1.78097 2.14138 -0.01927  0.3425
H -0.06964 -0.95072 1.26087  0.2896
H 1.39331 0.26306 0.59901  0.2347
H -0.14902 0.76932 1.17505  0.3145

molar mass: 161.96 g mol⁻¹
ΔE to the lowest compared entry with this formula, charge and spin: 2.1163 eV
maximum force: 2.95 eV Å⁻¹
LUMO energy: 0.570 eV
HOMO: -9.543 eV